Entry 1:
C4H11NS | the ωB97M-V functional and the def2-TZVPD basis

Geometry as ORCA input:
```
! RIJCOSX wB97M-V def2-TZVPD def2/J DEFGRID3
* xyz 0 1
C -1.838 1.317 0.422
C -2.217 0.168 -0.134
N -2.167 -1.085 0.463
H -2.183 2.241 -0.017
H -1.312 1.412 1.364
H -2.727 0.164 -1.086
H -2.274 -1.140 1.464
H -2.745 -1.792 0.038
C 2.653 0.388 -0.761
C 1.708 -0.125 0.316
S 1.248 -1.871 0.054
H 3.551 -0.230 -0.767
H 2.184 0.401 -1.741
H 2.985 1.398 -0.500
H 2.162 -0.026 1.299
H 0.769 0.426 0.332
H 0.203 -1.647 -0.746
*
```

Computed properties:
* lowest unoccupied orbital energy: 0.9 eV
* energy: -16650.85967 eV
* HOMO-LUMO gap: 9.16 eV
* HOMO: -8.278 eV
* energy above the lowest of the compared OMol25 structures with the same formula, charge and spin: 21.5 kcal per mole
* SMILES string: C=CN.CCS

Partial atomic charges computed with the natural (NBO) method, in multiples of e: -0.5345 0.0112 -0.8210 0.2075 0.1960 0.1865 0.3819 0.3761 -0.6132 -0.5126 -0.0647 0.2093 0.2096 0.2042 0.2129 0.2256 0.1253

Entry 2:
C4H11NS | the ωB97M-V functional and the def2-TZVPD basis

Geometry as ORCA input:
```
! RIJCOSX wB97M-V def2-TZVPD def2/J DEFGRID3
* xyz 0 1
C -0.919 2.257 -0.167
C 0.082 1.176 0.255
N 1.323 1.878 0.197
C -0.176 0.213 -0.887
C 0.468 -1.147 -0.439
S -0.371 -2.279 0.600
H -0.621 2.537 -1.267
H -1.985 1.841 -0.343
H -0.724 3.173 0.422
H -0.277 0.778 1.209
H 2.007 1.148 0.125
H 1.464 2.317 -0.701
H 0.318 0.531 -1.652
H -1.265 0.203 -1.164
H 1.521 -0.851 -0.162
H 0.754 -1.821 -1.355
H -1.252 -1.529 1.336
*
```

Computed properties:
* lowest unoccupied orbital energy: 0.9 eV
* energy: -16649.94206 eV
* HOMO-LUMO gap: 9.95 eV
* HOMO: -9.007 eV
* energy above the lowest of the compared OMol25 structures with the same formula, charge and spin: 42.7 kcal per mole
* SMILES string: C[C@H](N)CCS

Partial atomic charges computed with the natural (NBO) method, in multiples of e: -0.5976 -0.0826 -0.8059 -0.3901 -0.5700 -0.0023 0.1802 0.2118 0.2243 0.2000 0.3415 0.3505 0.1924 0.2074 0.1941 0.2263 0.1201

Entry 3:
C4H11NS | the ωB97M-V functional and the def2-TZVPD basis

Geometry as ORCA input:
```
! RIJCOSX wB97M-V def2-TZVPD def2/J DEFGRID3
* xyz 0 1
C 2.878 0.538 0.019
S 1.947 -1.078 -0.106
C 0.360 -0.704 0.422
C -0.338 0.481 -0.214
C -1.800 0.426 0.134
N -2.186 -0.994 -0.123
H 3.911 0.354 -0.302
H 2.744 0.956 0.972
H 2.415 1.179 -0.740
H -0.241 -1.599 0.037
H 0.163 -0.822 1.491
H 0.153 1.412 -0.035
H -0.291 0.312 -1.384
H -1.919 0.635 1.206
H -2.402 1.110 -0.430
H -3.142 -1.128 0.218
H -2.252 -1.078 -1.166
*
```

Computed properties:
* lowest unoccupied orbital energy: 1.0 eV
* energy: -16650.89610 eV
* HOMO-LUMO gap: 9.19 eV
* HOMO: -8.160 eV
* energy above the lowest of the compared OMol25 structures with the same formula, charge and spin: 20.7 kcal per mole
* SMILES string: CSCCCN

Partial atomic charges computed with the natural (NBO) method, in multiples of e: -0.7262 0.2076 -0.6212 -0.4077 -0.2235 -0.8433 0.2302 0.2081 0.2062 0.2835 0.2098 0.2107 0.1875 0.1848 0.1810 0.3616 0.3510

Entry 4:
C4H11NS2 | the ωB97M-V functional and the def2-TZVPD basis

Geometry as ORCA input:
```
! RIJCOSX wB97M-V def2-TZVPD def2/J DEFGRID3
* xyz 0 1
N -2.435 -1.396 -0.661
C -1.092 -1.230 -0.154
C -1.132 -0.157 0.889
S -1.402 1.435 0.258
S 1.841 -1.021 0.316
C 2.051 0.795 0.356
C 1.843 1.344 -1.064
H -2.523 -2.259 -1.173
H -2.842 -0.579 -1.094
H -0.791 -2.159 0.346
H -0.323 -0.999 -0.909
H -1.890 -0.465 1.627
H -0.159 -0.206 1.460
H 1.304 1.181 1.064
H 3.039 1.032 0.757
H 0.811 1.078 -1.311
H 2.483 0.774 -1.744
H 1.971 2.418 -1.195
*
```

Computed properties:
* lowest unoccupied orbital energy: -3.7 eV
* energy: -27482.64817 eV
* HOMO-LUMO gap: 4.67 eV
* HOMO: -8.383 eV
* energy above the lowest of the compared OMol25 structures with the same formula, charge and spin: 106.5 kcal per mole

Partial atomic charges computed with the natural (NBO) method, in multiples of e: -0.8327 -0.2373 -0.6462 0.0618 0.0456 -0.5606 -0.6297 0.3722 0.3736 0.1975 0.1964 0.2607 0.2845 0.2326 0.2359 0.2208 0.2097 0.2150

Entry 5:
C4H11NS2 | the ωB97M-V functional and the def2-TZVPD basis

Geometry as ORCA input:
```
! RIJCOSX wB97M-V def2-TZVPD def2/J DEFGRID3
* xyz 0 1
C 1.183 -1.325 0.570
C 0.188 -0.208 2.538
C -0.803 1.261 -2.865
C 0.644 0.023 1.037
N -0.549 0.298 0.293
S -1.516 -0.729 -0.411
S 0.785 1.577 -1.914
H 2.178 -1.345 0.999
H 0.435 -1.984 0.963
H 1.344 -1.441 -0.538
H 1.121 -0.201 3.083
H -0.334 -1.167 2.740
H -0.382 0.589 2.889
H -0.662 0.410 -3.521
H -0.987 2.253 -3.280
H -1.652 0.996 -2.216
H 1.243 0.920 0.845
H -2.236 0.074 -1.211
*
```

Computed properties:
* lowest unoccupied orbital energy (spin up / spin down): -0.2 / -1.3 eV
* energy: -27482.90933 eV
* HOMO-LUMO gap (spin up / spin down): 8.49 / 6.63 eV
* HOMO (spin up / spin down): -8.739 / -7.960 eV
* energy above the lowest of the compared OMol25 structures with the same formula, charge and spin: 100.5 kcal per mole

Partial atomic charges computed with the natural (NBO) method, in multiples of e: -0.6342 -0.6041 -0.7398 -0.0753 -0.6153 0.4063 0.0230 0.2169 0.2062 0.2275 0.2105 0.2094 0.2166 0.2195 0.2339 0.1957 0.2235 0.0796

Entry 6:
C4H11NSi | the ωB97M-V functional and the def2-TZVPD basis

Geometry as ORCA input:
```
! RIJCOSX wB97M-V def2-TZVPD def2/J DEFGRID3
* xyz 0 1
C -0.066 -1.337 1.376
Si -0.870 0.049 0.319
C -1.066 1.749 1.239
C 0.157 0.500 -1.144
H -0.690 -1.406 2.262
H -0.037 -2.348 0.879
H 0.934 -1.123 1.848
H -2.299 -0.629 0.059
H -0.155 2.272 1.609
H -1.407 2.448 0.482
H -1.898 1.645 2.002
H -0.112 1.322 -1.737
H 1.209 0.585 -0.779
H 0.037 -0.399 -1.938
C 3.977 -0.555 -0.776
N 3.843 0.469 -1.293
H 4.109 -1.468 -0.321
*
```

Computed properties:
* lowest unoccupied orbital energy: 0.9 eV
* energy: -13693.01792 eV
* HOMO-LUMO gap: 11.17 eV
* HOMO: -10.314 eV
* energy above the lowest of the compared OMol25 structures with the same formula, charge and spin: 38.2 kcal per mole
* SMILES string: C[SiH](C)C.C#N

Partial atomic charges computed with the natural (NBO) method, in multiples of e: -1.1055 1.3749 -1.0949 -1.1323 0.2359 0.2391 0.2304 -0.1868 0.2430 0.2319 0.2335 0.2431 0.2523 0.2327 0.0806 -0.2992 0.2213

Entry 7:
C4H11O2S | the ωB97M-V functional and the def2-TZVPD basis

Geometry as ORCA input:
```
! RIJCOSX wB97M-V def2-TZVPD def2/J DEFGRID3
* xyz -1 1
C -0.174 -1.932 -1.813
O -0.536 -1.091 -2.900
C 1.059 -1.336 -1.023
C 1.151 -1.844 0.502
C 0.022 -1.231 1.310
S 0.352 0.318 2.260
H 0.152 -2.919 -2.160
H -0.911 -2.245 -1.200
H 1.976 -1.775 -1.459
H 0.976 -0.257 -1.142
H 1.058 -2.942 0.664
H 2.199 -1.418 0.745
H -0.378 -1.929 2.012
H -0.890 -0.912 0.837
H -2.251 5.207 -0.901
H -0.902 5.100 -0.096
H -0.814 -0.141 -2.700
O -1.739 5.741 -0.177
*
```

Computed properties:
* lowest unoccupied orbital energy: 3.0 eV
* energy: -19255.66982 eV
* HOMO-LUMO gap: 5.24 eV
* HOMO: -2.259 eV
* energy above the lowest of the compared OMol25 structures with the same formula, charge and spin: 40.9 kcal per mole

Partial atomic charges computed with the natural (NBO) method, in multiples of e: -0.0571 -0.7556 -0.4068 -0.4216 -0.5531 -0.7542 0.1526 0.1579 0.1813 0.2099 0.1862 0.2184 0.1730 0.1932 0.4645 0.4807 0.4767 -0.9461

Entry 8:
C4H11O2S2 | the ωB97M-V functional and the def2-TZVPD basis

Geometry as ORCA input:
```
! RIJCOSX wB97M-V def2-TZVPD def2/J DEFGRID3
* xyz -1 1
C -1.645 -0.218 0.937
C -2.056 0.341 -0.424
O -1.888 -0.513 -1.490
C -0.653 0.657 1.710
S 1.139 0.514 1.401
S 1.620 1.212 -0.471
C 1.356 -0.143 -1.630
H -2.513 -0.334 1.562
H -1.091 -1.134 0.759
H -1.488 1.277 -0.627
H -3.095 0.696 -0.431
H -0.909 1.706 1.669
H -0.635 0.309 2.750
H 2.030 0.055 -2.454
H 0.321 -0.166 -1.956
H 1.533 -1.131 -1.167
H -1.207 -3.089 -0.474
H -1.274 -1.577 -1.264
O -0.641 -2.531 -0.993
*
```

Computed properties:
* lowest unoccupied orbital energy: 3.3 eV
* energy: -30092.31490 eV
* HOMO-LUMO gap: 7.17 eV
* HOMO: -3.880 eV
* energy above the lowest of the compared OMol25 structures with the same formula, charge and spin: 9.0 kcal per mole

Partial atomic charges computed with the natural (NBO) method, in multiples of e: -0.4794 -0.0343 -0.8818 -0.5088 0.0523 0.0432 -0.7750 0.1849 0.2526 0.1101 0.1166 0.1985 0.2033 0.1994 0.2704 0.2580 0.4267 0.4877 -1.1243

Entry 9:
C4H11O3SSi | the ωB97M-V functional and the def2-TZVPD basis

Geometry as ORCA input:
```
! RIJCOSX wB97M-V def2-TZVPD def2/J DEFGRID3
* xyz -1 1
C 1.814 0.677 -0.057
C -1.164 0.962 -0.506
C 0.107 -1.808 -0.879
C -0.706 -0.049 2.072
O 1.819 -2.718 3.484
O 1.334 -1.399 1.428
O -0.084 -1.094 3.347
Si 0.302 -0.366 0.422
S 1.448 -1.403 2.977
H 2.056 1.348 0.801
H 2.610 -0.089 -0.191
H 2.123 1.169 -0.974
H -2.128 0.455 -0.637
H -1.196 1.540 0.350
H -0.766 1.482 -1.362
H -0.262 -1.204 -1.884
H 1.084 -2.209 -1.150
H -0.573 -2.625 -0.592
H -0.509 0.925 2.596
H -1.790 -0.198 1.987
*
```

Computed properties:
* lowest unoccupied orbital energy: 3.7 eV
* energy: -29181.65371 eV
* HOMO-LUMO gap: 7.91 eV
* HOMO: -4.189 eV
* energy above the lowest of the compared OMol25 structures with the same formula, charge and spin: 33.3 kcal per mole

Partial atomic charges computed with the natural (NBO) method, in multiples of e: -1.1349 -1.0949 -1.0788 -0.4974 -0.9922 -1.0740 -0.8270 1.6859 1.7346 0.2188 0.2292 0.2204 0.1877 0.1776 0.1986 0.2004 0.2149 0.2206 0.2040 0.2064

Entry 10:
C4H11S3 | the ωB97M-V functional and the def2-TZVPD basis

Geometry as ORCA input:
```
! RIJCOSX wB97M-V def2-TZVPD def2/J DEFGRID3
* xyz 0 2
C 1.441 -1.824 -0.745
C -0.034 -1.913 -1.235
C -0.801 -0.600 -1.051
S -1.100 -0.423 0.770
H 1.905 -1.046 -1.363
H 1.983 -2.762 -0.757
H 1.374 -1.453 0.299
H -0.094 -2.380 -2.261
H -0.522 -2.728 -0.642
H -1.778 -0.727 -1.518
H -0.295 0.283 -1.482
C 0.555 2.148 1.745
S -0.318 3.292 0.685
S -2.388 2.897 0.867
H 1.227 2.721 2.379
H 1.207 1.429 1.222
H -0.164 1.548 2.292
H -2.199 1.537 0.794
*
```

Computed properties:
* lowest unoccupied orbital energy (spin up / spin down): 0.5 / -2.4 eV
* energy: -36830.18187 eV
* HOMO-LUMO gap (spin up / spin down): 8.83 / 5.91 eV
* HOMO (spin up / spin down): -8.328 / -8.320 eV
* energy above the lowest of the compared OMol25 structures with the same formula, charge and spin: 12.6 kcal per mole

Partial atomic charges computed with the natural (NBO) method, in multiples of e: -0.6086 -0.4153 -0.5489 0.0799 0.2040 0.2187 0.2029 0.2176 0.2089 0.2318 0.2227 -0.7644 0.0796 -0.1290 0.2215 0.2229 0.2436 0.1121

Entry 11:
C4H11S3 | the ωB97M-V functional and the def2-TZVPD basis

Geometry as ORCA input:
```
! RIJCOSX wB97M-V def2-TZVPD def2/J DEFGRID3
* xyz 0 2
C -1.841 2.684 -2.339
C -1.511 1.367 -3.080
C -1.759 0.060 -2.225
S -0.948 0.092 -0.641
H -2.918 2.864 -2.245
H -1.376 3.575 -2.775
H -1.472 2.594 -1.269
H -1.955 1.232 -4.108
H -0.410 1.445 -3.224
H -1.338 -0.799 -2.754
H -2.839 -0.079 -2.151
C 0.785 0.727 1.725
S 0.589 -1.032 1.296
S 2.414 -1.613 2.307
H 1.434 0.860 2.620
H -0.278 1.135 1.983
H 1.149 1.169 0.783
H 3.087 -2.166 1.263
*
```

Computed properties:
* lowest unoccupied orbital energy (spin up / spin down): 0.4 / -1.9 eV
* energy: -36830.04230 eV
* HOMO-LUMO gap (spin up / spin down): 8.94 / 6.66 eV
* HOMO (spin up / spin down): -8.533 / -8.560 eV
* energy above the lowest of the compared OMol25 structures with the same formula, charge and spin: 15.8 kcal per mole

Partial atomic charges computed with the natural (NBO) method, in multiples of e: -0.6175 -0.4041 -0.5935 0.0825 0.2022 0.2176 0.2112 0.2103 0.2011 0.2434 0.2149 -0.7643 0.1225 -0.1764 0.2446 0.2320 0.2354 0.1383

Entry 12:
C4H12 | the ωB97M-V functional and the def2-TZVPD basis

Geometry as ORCA input:
```
! RIJCOSX wB97M-V def2-TZVPD def2/J DEFGRID3
* xyz -1 2
C 0.597 2.171 1.964
C -0.026 0.913 1.339
H 0.717 2.032 3.037
H 1.529 2.518 1.516
H -0.100 3.002 1.798
H -0.956 0.749 1.878
H 0.632 0.050 1.504
H -0.084 0.999 0.261
C -0.329 -2.185 -1.270
C -0.257 -0.888 -2.107
H -0.877 -3.022 -1.703
H 0.689 -2.478 -1.015
H -0.886 -2.012 -0.348
H 0.498 -1.076 -2.845
H 0.041 -0.130 -1.396
H -1.187 -0.643 -2.616
*
```

Computed properties:
* lowest unoccupied orbital energy (spin up / spin down): 4.3 / 4.4 eV
* energy: -4340.71729 eV
* HOMO-LUMO gap (spin up / spin down): 2.70 / 12.06 eV
* HOMO (spin up / spin down): 1.579 / -7.689 eV
* energy above the lowest of the compared OMol25 structures with the same formula, charge and spin: 7.4 kcal per mole

Partial atomic charges computed with the natural (NBO) method, in multiples of e: -0.8004 -0.9925 0.1831 0.1872 0.1794 0.1844 0.1795 0.1857 -0.7109 -0.7469 0.1818 0.1913 0.1975 0.1830 0.2097 0.1882